DFT (wB97M-V/def2-TZVPD) results for a cluster of 3 separate species, C20H24FIN4O11P in total in a non-equilibrium geometry.

Calculated values
- HOMO level (Ha) = -0.417
- gap between HOMO and LUMO (eV) = 8.14
- DFT total energy (Ha) = -2561.97014
- maximum force (hartree/bohr) = 0.027
- charge = +1

Geometry as XYZ:
```
62
Properties=species:S:1:pos:R:3:forces:R:3
C -0.510 -5.370 1.784 -0.5 0.2 0.1
C -1.861 -5.477 1.094 0.4 0.0 0.2
I -1.582 -6.367 -0.852 -0.1 0.0 0.0
C -2.650 -4.166 1.017 0.2 0.0 0.0
N -1.846 -2.946 1.058 -0.5 -0.3 -0.2
C -1.536 -2.329 2.355 -0.2 -0.1 0.0
C -1.867 -0.851 2.470 0.6 0.0 -0.2
F -0.683 -0.125 2.489 0.0 0.4 -0.2
C -1.419 -2.414 -0.076 0.8 0.8 -0.6
N -0.689 -1.269 -0.170 -0.4 -0.4 0.4
C -0.468 -1.082 -1.455 0.3 -0.5 0.0
C 0.281 0.074 -1.986 -0.7 0.7 0.3
P -0.713 0.879 -3.289 0.9 -0.4 -1.0
O -0.466 0.208 -4.557 -0.2 -0.5 -0.3
O -0.311 2.396 -3.218 -0.3 0.0 0.6
O -2.245 0.765 -2.863 0.1 0.1 0.6
N -1.009 -2.061 -2.195 0.7 1.0 0.3
N -1.612 -2.900 -1.319 -0.6 -0.6 0.2
H -0.001 -6.322 1.750 0.3 -0.1 0.0
H -0.666 -5.118 2.831 0.0 0.0 0.2
H 0.092 -4.586 1.344 0.3 0.0 -0.2
H -2.459 -6.185 1.649 -0.2 -0.3 -0.2
H -3.261 -4.166 0.123 -0.2 0.1 -0.1
H -3.342 -4.123 1.850 -0.1 0.0 0.2
H -0.496 -2.506 2.609 0.2 0.2 0.1
H -2.126 -2.862 3.088 -0.1 -0.2 0.1
H -2.378 -0.619 3.394 -0.2 0.0 0.2
H -2.413 -0.497 1.604 -0.4 0.0 0.0
H 1.268 -0.192 -2.343 0.1 -0.1 -0.4
H 0.415 0.772 -1.167 0.1 0.0 0.3
H -1.074 2.987 -3.311 0.2 0.5 -0.4
H -2.389 1.016 -1.941 -0.3 0.2 0.0
H -0.965 -2.163 -3.200 -0.2 -0.2 -0.1
H -2.072 -3.750 -1.615 0.1 -0.2 -0.1
C 0.882 5.355 -4.631 -0.2 -0.1 0.0
C 1.797 6.271 -4.981 0.1 -0.2 0.2
C 1.471 7.398 -5.924 -0.4 0.2 -0.3
O 2.352 8.194 -6.175 0.2 -0.1 0.1
C 0.130 7.465 -6.480 0.1 0.1 0.0
C -0.781 6.547 -6.132 0.0 0.2 -0.2
C -0.460 5.439 -5.170 0.5 -0.1 0.2
O -1.354 4.653 -4.891 -0.3 -0.1 0.1
O -2.022 6.548 -6.602 0.0 -0.1 0.1
O 3.039 6.256 -4.530 0.0 0.1 -0.1
H 1.105 4.542 -3.955 0.0 0.0 0.0
H -0.091 8.268 -7.168 0.0 0.0 0.0
H -2.473 5.786 -6.196 -0.1 0.0 0.0
H 3.485 7.025 -4.935 0.0 0.0 0.0
C 1.558 -1.691 6.756 -0.1 0.1 -0.1
C 2.853 -1.798 7.087 -0.3 -0.1 0.2
C 3.947 -1.423 6.128 0.1 0.1 -0.4
O 5.096 -1.534 6.505 0.0 -0.1 0.2
C 3.571 -0.953 4.804 0.1 0.0 0.1
C 2.278 -0.841 4.469 0.2 0.1 -0.2
C 1.181 -1.203 5.442 0.1 -0.2 0.3
O 0.021 -1.090 5.085 -0.1 0.0 -0.3
O 1.907 -0.414 3.262 -0.3 -0.1 0.2
O 3.262 -2.237 8.265 0.1 0.0 -0.1
H 0.764 -1.961 7.437 0.0 0.0 0.0
H 4.368 -0.700 4.119 0.0 0.0 0.0
H 0.929 -0.339 3.211 0.3 -0.1 0.2
H 4.238 -2.212 8.245 0.1 0.0 0.0
```
Forces are in eV/Å.